# 1
Here is an isolated molecule of C5H10FNSi in a non-equilibrium geometry from OMol25. Energies are from ωB97M-V/def2-TZVPD.

Geometry as XYZ:
```
18
C5H10FNSi ωB97M-V/def2-TZVPD
C -2.855 0.285 0.291
C -0.539 0.276 -1.703
C 2.320 0.684 0.859
C -1.474 0.122 0.611
C -0.512 -0.515 -0.347
N -3.950 0.237 0.004
F 2.500 -1.657 -0.585
Si 1.447 -1.052 0.452
H -1.542 0.071 -2.106
H 0.284 -0.006 -2.312
H -0.596 1.336 -1.566
H 3.380 0.651 0.695
H 1.737 1.358 0.231
H 2.043 0.861 1.980
H -1.328 -0.413 1.565
H -1.073 1.088 0.758
H -0.871 -1.469 -0.492
H 1.032 -1.858 1.661
```

frontier orbital gap: 10.7 eV
E_tot: -640.633061 hartree
energy above the lowest of the compared OMol25 structures with the same formula, charge and spin: 17.28 kcal per mole
2S+1: 1
SMILES: C[C@H](CC#N)[Si@H](C)F
HOMO level: -10.0413 eV

Atomic partial charges in e from the Löwdin method, atoms 1 to 6:
1. C -0.235
2. C -0.093
3. C -0.193
4. C -0.256
5. C -0.379
6. N 0.160


# 2
Here is a cluster of 2 separate species, C5H10FO7S in total in a non-equilibrium geometry from OMol25. Energies are from ωB97M-V/def2-TZVPD.

Geometry as XYZ:
```
24
C5H10FO7S ωB97M-V/def2-TZVPD
O -1.449 -3.251 2.083
C -0.733 -2.332 2.107
O 0.569 -2.536 2.353
C 1.435 -1.602 1.662
C 2.717 -2.309 1.065
O 2.400 -3.650 0.698
O -1.262 -1.038 1.938
S -1.782 -0.770 0.411
O -1.674 0.619 0.159
O -1.073 -1.538 -0.558
F -3.328 -1.151 0.325
H 1.756 -0.763 2.325
H 0.915 -1.124 0.809
H 2.939 -1.730 0.136
H 3.597 -2.223 1.729
H 2.197 -3.615 -0.248
C -0.957 3.123 -1.565
C -0.828 4.150 -2.717
O 0.376 4.023 -3.292
H -0.198 3.284 -0.794
H -1.945 3.217 -1.082
H -0.867 2.095 -1.929
H -1.075 5.141 -2.252
H -1.729 3.978 -3.363
```

net charge: -1
frontier orbital gap: 4.0 eV
E_tot: -1221.160558 hartree
2S+1: 1
HOMO level: -1.9402 eV

Atomic partial charges in e from the Löwdin method, atoms 1 to 6:
1. O 0.207
2. C -0.598
3. O 0.066
4. C -0.114
5. C -0.199
6. O -0.059


# 3
Here is an isolated molecule of C5H10FOP in a non-equilibrium geometry from OMol25. Energies are from ωB97M-V/def2-TZVPD.

Geometry as XYZ:
```
18
C5H10FOP ωB97M-V/def2-TZVPD
C -1.366 -1.939 0.443
C -0.841 -0.771 0.120
C 2.405 1.636 -0.455
C -2.671 0.805 0.751
C 2.357 0.179 0.047
O -1.341 0.533 0.108
F 3.181 -0.567 -0.861
P 0.935 -0.744 -0.506
H -2.396 -2.054 0.937
H -0.716 -2.816 0.493
H 1.823 2.291 0.087
H 3.509 2.016 -0.252
H 2.075 1.594 -1.444
H -2.559 1.835 1.284
H -3.011 -0.085 1.279
H -3.293 1.143 -0.077
H 1.173 -1.938 -0.004
H 0.734 -1.117 -1.951
```

frontier orbital gap: 8.0 eV
E_tot: -712.758352 hartree
energy above the lowest of the compared OMol25 structures with the same formula, charge and spin: 140.61 kcal per mole
2S+1: 1
SMILES: C=C(OC)[PH2]=C(C)F
HOMO level: -7.3190 eV

Atomic partial charges in e from the Löwdin method, atoms 1 to 6:
1. C -0.015
2. C -0.508
3. C -0.160
4. C -0.020
5. C -0.491
6. O -0.191


# 4
Here is a structure of composition C5H10FeO2 in a non-equilibrium geometry from OMol25. Energies are from ωB97M-V/def2-TZVPD.

Geometry as XYZ:
```
18
C5H10FeO2 ωB97M-V/def2-TZVPD
C -1.148 -1.948 1.247
O -1.381 -0.587 1.592
C -1.443 0.361 0.637
C -1.120 1.638 1.142
H -1.804 -2.547 1.887
H -1.369 -2.173 0.196
H -0.079 -2.129 1.415
H -2.018 0.172 -0.272
H -1.457 1.917 2.146
H -0.999 2.430 0.394
C 2.373 -0.089 -2.238
C 1.306 0.336 -1.320
O 1.760 0.394 -0.043
Fe 0.959 1.002 1.447
H 2.146 -0.265 -3.291
H 3.379 0.261 -1.989
H -0.015 -0.084 -1.266
H 0.910 1.313 -1.683
```

⟨S²⟩: 8.770
net charge: +1
frontier orbital gap (spin up / spin down): 5.9 / 8.1 eV
E_tot: -1610.214803 hartree
energy above the lowest of the compared OMol25 structures with the same formula, charge and spin: 0.00 kcal per mole
2S+1: 6
HOMO level (spin up / spin down): -11.3093 / -13.5812 eV

Atomic partial charges in e from the Löwdin method, atoms 1 to 6:
1. C -0.025
2. O -0.130
3. C -0.175
4. C -0.072
5. H 0.112
6. H 0.107


# 5
Here is a structure of composition C5H10HgO5 in a non-equilibrium geometry from OMol25. Energies are from ωB97M-V/def2-TZVPD.

Geometry as XYZ:
```
21
C5H10HgO5 ωB97M-V/def2-TZVPD
C 0.273 -1.459 -0.397
C -1.229 -1.488 -0.573
O -1.580 -0.538 -1.571
C -2.877 -0.411 -1.893
O -3.744 -1.122 -1.327
O -3.146 0.392 -2.820
O 0.609 -2.446 0.534
Hg -5.617 -0.006 -2.781
H 0.727 -0.344 -0.077
H 0.778 -1.620 -1.364
H -1.730 -1.245 0.376
H -1.555 -2.491 -0.885
H 1.578 -2.557 0.573
C 1.825 1.635 0.466
C 2.505 1.895 1.761
O 1.529 2.052 2.784
H 2.465 1.572 -0.416
H 0.916 2.207 0.260
H 3.120 2.815 1.698
H 3.195 1.069 2.007
H 1.956 2.092 3.644
```

⟨S²⟩: 2.009
frontier orbital gap (spin up / spin down): 8.5 / 6.2 eV
E_tot: -725.994621 hartree
energy above the lowest of the compared OMol25 structures with the same formula, charge and spin: 15.99 kcal per mole
2S+1: 3
HOMO level (spin up / spin down): -8.3244 / -9.4895 eV

Atomic partial charges in e from the Löwdin method, atoms 1 to 6:
1. C -0.264
2. C -0.168
3. O 0.013
4. C -0.820
5. O -0.128
6. O -0.135


# 6
Here is the ion C5H10I2N3 with charge +1 in a non-equilibrium geometry from OMol25. Energies are from ωB97M-V/def2-TZVPD.

Geometry as XYZ:
```
20
C5H10I2N3 ωB97M-V/def2-TZVPD
C -2.641 0.359 0.460
C -4.771 -0.422 -0.153
C 1.695 -0.975 -0.059
C 1.119 1.349 0.273
C 0.749 0.144 -0.575
N -1.394 0.422 0.366
N -3.506 -0.640 -0.056
N -0.605 -0.283 -0.317
I -5.641 1.393 -0.022
I -2.860 -2.660 0.024
H -3.037 1.024 1.176
H -5.375 -1.221 -0.573
H 2.506 -0.611 0.625
H 1.107 -1.583 0.670
H 2.116 -1.458 -0.983
H 0.313 2.171 0.252
H 2.122 1.787 0.039
H 1.314 0.922 1.355
H 1.035 0.243 -1.553
H -0.990 -1.069 -0.763
```

net charge: +1
frontier orbital gap (spin up / spin down): 6.6 / 6.6 eV
E_tot: -955.778087 hartree
energy above the lowest of the compared OMol25 structures with the same formula, charge and spin: 30.46 kcal per mole
2S+1: 1
SMILES: CC(C)N/N=C\[N+](I)=C/I
HOMO level (spin up / spin down): -12.4621 / -12.4616 eV

Atomic partial charges in e from the Löwdin method, atoms 1 to 6:
1. C -0.313
2. C -0.722
3. C -0.061
4. C -0.081
5. C -0.391
6. N 0.043


# 7
Here is the ion C5H10IN2 with charge +1 in a non-equilibrium geometry from OMol25. Energies are from ωB97M-V/def2-TZVPD.

Geometry as XYZ:
```
18
C5H10IN2 ωB97M-V/def2-TZVPD
C 0.874 1.434 -0.358
C 1.114 -1.103 -0.764
C -0.223 1.227 0.690
C 0.313 -1.216 0.537
C 0.472 0.208 -1.162
N -1.983 -0.305 0.071
N -0.650 -0.112 0.211
I -3.177 0.005 1.778
H 0.787 2.364 -0.911
H 1.884 1.354 0.042
H 2.195 -1.043 -0.653
H 0.876 -1.894 -1.474
H 0.080 1.211 1.738
H -1.055 1.917 0.554
H -0.194 -2.169 0.682
H 0.869 -0.978 1.447
H 0.004 0.333 -2.130
H -2.187 -1.232 -0.299
```

net charge: +1
frontier orbital gap: 8.6 eV
E_tot: -603.359400 hartree
energy above the lowest of the compared OMol25 structures with the same formula, charge and spin: 70.74 kcal per mole
2S+1: 1
SMILES: IN[N@+]12CC[C@H]1CC2
HOMO level: -13.1340 eV

Atomic partial charges in e from the Löwdin method, atoms 1 to 6:
1. C -0.082
2. C -0.092
3. C -0.133
4. C -0.068
5. C -0.011
6. N -0.404


# 8
Here is a structure of composition C5H10IO2PS in a non-equilibrium geometry from OMol25. Energies are from ωB97M-V/def2-TZVPD.

Geometry as XYZ:
```
20
C5H10IO2PS ωB97M-V/def2-TZVPD
C 2.748 -0.250 1.848
C -3.772 -0.883 -0.443
C 2.495 1.164 1.370
C -2.686 -0.137 -1.064
C 1.555 0.931 -0.783
O 1.549 1.367 0.391
O -1.417 -0.471 -0.538
P 0.024 -0.375 -1.299
S -0.388 -0.058 -3.174
I 3.248 -0.096 -1.615
H 3.033 -0.705 0.875
H 3.547 -0.286 2.675
H 1.910 -0.779 2.202
H -4.688 -0.830 -1.058
H -3.556 -2.038 -0.252
H -3.976 -0.543 0.657
H 3.575 1.606 1.203
H 2.226 1.867 2.224
H -2.739 0.982 -1.060
H -2.688 -0.469 -2.159
```

frontier orbital gap (spin up / spin down): 6.9 / 6.9 eV
E_tot: -1384.102923 hartree
2S+1: 1
HOMO level (spin up / spin down): -7.9004 / -7.9006 eV

Atomic partial charges in e from the Löwdin method, atoms 1 to 6:
1. C -0.104
2. C -0.125
3. C -0.329
4. C -0.420
5. C -0.761
6. O -0.168